ORCA calculation (ωB97M-V/def2-TZVPD) on a structure of composition C14H18IN3Zn.

XYZ file:
```
37
C14H18IN3Zn (ωB97M-V/def2-TZVPD)
C 3.44 1.11 -1.57
C 2.18 -3.23 -1.23
H 3.88 1.27 -2.61
H 4.12 0.44 -0.93
H 3.36 2.05 -1.00
H 1.15 -3.57 -1.49
H 2.86 -3.64 -2.00
H 2.46 -3.63 -0.25
Zn 2.62 -1.20 -1.13
C 2.28 -0.68 0.80
H 1.45 -1.25 1.26
H 2.13 0.38 1.03
H 3.23 -1.02 1.24
I 1.25 0.91 -2.14
C -2.12 3.60 2.43
C -2.82 2.38 2.47
C -2.26 1.24 1.90
C -0.99 1.31 1.28
C -0.30 2.55 1.23
C -0.86 3.68 1.81
N -0.38 0.19 0.75
N -1.06 -0.90 0.93
C -1.30 -1.61 -0.26
C -2.50 -2.35 -0.34
C -2.82 -3.02 -1.51
C -1.89 -2.95 -2.56
C -0.71 -2.22 -2.41
N -0.44 -1.59 -1.27
H -2.56 4.48 2.90
H -3.80 2.29 2.94
H -2.73 0.26 1.91
H 0.66 2.56 0.71
H -0.32 4.63 1.80
H -3.12 -2.26 0.52
H -3.74 -3.60 -1.60
H -2.03 -3.45 -3.50
H 0.07 -2.17 -3.19
```

## Properties
Energy, Eh: -2785.33043
E_LUMO (spin up / spin down), eV: -1.11 / -1.13
Frontier orbital gap (spin up / spin down), eV: 6.00 / 5.99
Spin multiplicity: 1
Energy above the lowest of the compared OMol25 structures with the same formula, charge and spin, kJ/mol: 555.5
E_HOMO (spin up / spin down), eV: -7.11 / -7.11
Total charge: 0

These are the natural (NBO) partial charges, in e, on atoms 1 to 4: -0.81, -1.23, 0.23, 0.24